C29H44BBr4CaCl2F3IKN3O5 as an isolated structure at a distorted geometry. Source: the Open Molecules 2025 dataset; level of theory: ωB97M-V/def2-TZVPD.

```
! wB97M-V def2-TZVPD RIJCOSX def2/J DEFGRID3
* xyz 1 1
C 4.378 -1.204 0.058
C 2.790 -1.282 0.363
B 1.937 -1.609 -0.964
O 2.790 -2.044 -2.055
C 0.355 -1.631 -1.213
C -0.291 -2.889 -0.407
C 0.359 -4.274 -0.729
C 0.265 -4.770 -2.229
C -1.181 -4.732 -2.866
I 1.022 -6.838 -2.312
C -0.558 -2.584 1.164
C 0.471 -3.263 2.147
C 1.043 -2.411 3.330
O 1.541 -1.333 3.278
Cl 0.895 -3.115 5.022
C -0.733 -1.020 1.285
N -1.271 -0.593 2.592
C -2.007 -1.388 3.180
O -2.623 -2.220 3.709
N -1.426 -0.384 0.084
C -2.331 0.756 0.397
Br -1.703 2.329 1.395
C -3.781 0.349 1.014
C -4.104 1.018 2.429
Br -5.291 1.116 -0.120
C -0.519 -0.300 -1.162
C 0.186 1.086 -1.067
C 1.219 1.816 -1.927
C 2.757 1.617 -1.760
F 3.354 0.687 -2.575
F 3.193 1.577 -0.431
F 3.346 2.824 -2.225
C -1.473 -0.442 -2.471
Br -3.446 -0.698 -2.396
C -1.068 -0.492 -3.838
C -2.129 -0.636 -5.021
Br 0.737 -0.488 -4.509
H 4.747 -2.269 -0.039
H 4.611 -0.649 -0.886
H 4.914 -0.680 0.901
H 2.461 -0.335 0.904
H 2.741 -2.097 1.155
H 2.880 -3.011 -1.972
H 0.246 -2.111 -2.244
H -1.336 -2.939 -0.877
H -0.205 -5.050 -0.108
H 1.440 -4.399 -0.391
H 1.036 -4.177 -2.818
H -1.533 -3.662 -2.873
H -1.847 -5.444 -2.310
H -1.062 -5.055 -3.948
H -1.530 -3.165 1.322
H 1.394 -3.704 1.648
H -0.015 -4.172 2.627
H 0.305 -0.549 1.277
H -2.138 -1.119 -0.130
H -2.642 1.219 -0.594
H -3.910 -0.775 1.076
H -5.054 0.482 2.812
H -3.347 0.892 3.238
H -4.430 2.101 2.309
H -0.692 1.799 -1.267
H 0.543 1.193 0.015
H 1.152 2.911 -1.580
H 0.988 1.976 -3.039
H -1.640 -0.529 -6.023
H -2.826 0.254 -4.912
H -2.688 -1.612 -4.951
C -2.833 1.361 6.445
C -4.283 1.857 6.590
C -5.035 0.921 7.553
O -4.879 1.785 5.372
H -2.782 0.340 6.048
H -2.255 2.012 5.781
H -2.328 1.358 7.418
H -4.220 2.832 7.104
H -5.056 -0.113 7.193
H -6.069 1.249 7.699
H -4.553 0.914 8.538
K -7.430 0.050 -1.272
N 5.497 5.746 -4.773
C 4.931 4.788 -3.995
C 5.020 5.204 -2.677
C 5.663 6.467 -2.676
C 5.944 6.780 -3.978
H 5.577 5.708 -5.775
H 4.514 3.894 -4.432
H 4.662 4.659 -1.819
H 5.892 7.076 -1.816
H 6.422 7.644 -4.412
O 7.248 3.495 -1.472
H 6.477 3.454 -2.040
Ca -6.761 0.809 2.940
Cl 1.390 1.906 -5.012
*
```

Its gap between HOMO and LUMO is 0.96 eV. For the molar mass, the calculation gives 1179.10 g/mol. As for the HOMO energy: -7.675 eV. The calculation puts the total energy at -402379.472 eV.